# 1
ORCA calculation (ωB97M-V/def2-TZVPD) on a structure of composition C8H32F24MgN4O32S8.

The frontier orbital gap is 0.1020 Eh. For the lowest unoccupied orbital energy, the calculation gives -3.0 eV. As for the HOMO energy: -5.80 eV.

```
! RIJCOSX wB97M-V def2-TZVPD def2/J DEFGRID3
* xyz -2 1
H 4.858 5.885 -5.779
H -1.876 -4.744 -1.296
H -7.434 5.660 2.048
O -5.508 -3.811 -3.487
H -4.739 3.195 4.652
O -7.974 -0.506 -4.153
C -2.951 -5.150 4.870
F 1.268 4.763 10.410
F 3.252 -2.726 -8.844
S 2.580 -4.901 -5.843
O 3.628 3.302 5.339
S -1.502 -6.556 4.794
N 2.884 -3.238 -5.350
H 3.482 -3.840 -0.722
H -7.642 1.213 3.208
O 1.539 3.259 6.573
H -7.062 5.656 0.581
H -2.022 -2.446 -5.621
F -3.370 -5.160 6.121
O -1.096 -4.191 -1.310
O -1.728 -1.853 -4.930
H -2.369 2.741 -5.931
O 1.385 1.992 -3.839
O 4.010 6.315 -5.665
C 2.211 4.743 9.405
O -0.373 2.664 0.206
O -5.396 3.853 4.423
O -0.199 3.304 -2.420
O -7.882 0.715 2.427
H -0.641 -4.397 -0.494
S -3.044 -8.610 4.928
F 2.685 1.731 -0.593
O -3.721 -8.052 3.745
Mg 0.726 -2.316 -3.018
O 5.810 7.986 -0.883
F 3.207 5.603 9.700
S 2.898 2.774 6.479
S -0.416 1.270 -0.350
H -7.451 0.287 -4.269
F 1.599 0.462 6.603
H -7.331 -1.198 -3.996
O 3.573 2.534 10.228
N -2.052 -7.557 5.955
H -5.265 4.007 3.487
H 3.123 -2.513 -0.088
F 3.498 2.780 -2.324
O 2.816 -3.153 -0.730
S 2.843 2.921 9.057
O -0.281 -5.901 5.297
O -2.306 1.722 5.003
H -2.148 2.210 -7.331
O -2.187 1.936 -6.415
C 3.613 -5.935 -4.629
O -0.173 0.241 0.721
O -3.983 -9.269 5.888
H 5.365 8.451 -1.592
O 4.877 -1.580 -5.664
F 1.713 5.189 8.244
C -2.236 1.052 -0.916
H 2.598 4.666 -7.966
H 4.176 7.233 -5.878
H -1.841 -0.977 -5.300
F -2.362 1.282 -2.245
C -1.746 -9.989 4.403
H 0.485 6.369 3.455
H -2.951 6.270 0.082
F 3.740 0.201 7.177
O 2.559 4.025 -8.676
F 4.027 -0.914 -8.114
F 4.557 -5.167 -4.044
S 0.856 2.254 -2.471
O 8.121 3.528 -5.429
H -0.090 6.194 2.066
N 3.958 3.065 7.894
O -3.442 6.522 0.864
O 2.852 -5.138 -7.282
F -1.528 -10.929 5.303
F -2.328 -10.585 3.294
H -4.638 -3.569 -3.804
H 2.742 3.187 -8.252
F 2.194 3.982 -0.834
O -7.815 5.689 1.171
F 2.037 -1.484 -7.617
H 7.446 3.029 -5.890
H -7.732 -0.199 2.669
S 4.154 -2.743 -6.217
H -2.474 0.790 5.142
F -2.534 -0.211 -0.686
H -5.367 -4.076 -2.578
H -1.363 1.818 5.133
O 4.998 -3.826 -6.736
O 1.196 -5.114 -5.455
C 3.330 -1.891 -7.798
O -1.429 -6.918 3.371
F -3.945 -5.473 4.032
H 5.159 7.363 -0.560
F 2.816 -6.484 -3.739
H -2.788 6.911 1.443
O 0.219 6.861 2.679
N 0.465 0.790 -1.830
O 1.703 2.075 8.789
F -2.492 -3.911 4.601
F -3.045 1.916 -0.230
H 8.379 2.965 -4.699
F 4.246 -6.911 -5.263
C 2.883 0.800 6.323
F -0.598 -9.405 4.120
F 3.053 0.565 5.074
C 2.476 2.754 -1.398
*
```

# 2
ORCA calculation (ωB97M-V/def2-TZVPD) on a structure of composition C8H32F2FeN17O12S2.

The frontier orbital gap (spin up / spin down) is 0.1189 / 0.0615 Eh. For the lowest unoccupied orbital energy (spin up / spin down), the calculation gives -3.2 / -8.6 eV. As for the HOMO energy (spin up / spin down): -6.42 / -10.29 eV.

```
! RIJCOSX wB97M-V def2-TZVPD def2/J DEFGRID3
* xyz 1 9
S 0.613 1.554 -0.026
O 0.190 -1.102 -1.164
H -1.428 -5.865 4.029
C 4.237 -0.664 5.177
C 5.488 -1.385 -5.103
N -4.010 4.591 -3.834
H -7.005 -0.121 -2.097
H 6.184 0.043 5.134
H -1.459 7.204 4.804
H 5.223 -0.485 -3.395
N -0.144 0.340 0.885
N -7.483 -0.505 -2.899
H -3.774 5.551 -3.625
O 6.150 -2.074 -5.820
H -3.899 2.639 -6.185
H -1.449 -5.475 7.965
C 1.803 -7.358 -0.750
H -10.317 -0.989 -1.960
H -4.086 3.851 -3.151
H 3.369 -6.368 0.028
C -3.946 4.389 -5.124
H -6.840 -0.765 -3.633
H -1.187 -7.002 7.180
H 0.084 6.758 5.879
N 4.710 -1.891 5.137
H 3.564 -1.507 -4.441
H -2.275 6.099 3.680
N 0.128 5.751 5.809
C -1.399 -5.377 5.983
O 3.085 -0.485 5.348
N 2.433 -6.237 -0.329
C -8.457 -1.305 -2.678
F 1.705 1.837 1.053
O 1.422 1.086 -1.162
H 4.070 -2.630 5.390
O 3.864 5.198 -4.887
N 1.700 5.236 -4.922
N -1.596 6.287 4.404
O -1.083 4.243 4.658
H 5.719 -1.930 5.097
H -9.159 0.081 -1.364
N 2.698 6.087 -3.183
H -1.498 -7.236 5.211
H 6.883 -0.699 -3.819
N 2.433 -8.478 -0.549
N -1.420 -6.261 4.958
O -0.098 2.778 -0.222
N 5.912 -0.711 -4.098
N 5.200 0.185 5.312
H 2.013 -9.322 -0.912
H 0.972 5.246 6.037
N 4.225 -1.596 -5.200
O -1.457 -4.141 5.970
H -3.725 2.486 -4.520
C 2.828 5.507 -4.362
H 3.772 -1.637 -6.102
F -1.637 -1.279 0.412
H 2.016 -5.321 -0.413
N -3.979 3.093 -5.286
H 1.028 5.971 -5.087
C -0.824 5.355 4.942
O -1.689 0.569 -1.100
S -0.694 -0.210 -0.415
N -9.334 -0.770 -1.879
H 3.408 6.182 -2.471
H 1.727 5.993 -2.921
H 1.897 4.751 -5.786
Fe -1.107 0.073 4.437
O -8.443 -2.467 -3.136
H 5.064 1.163 5.522
O 0.710 -7.260 -1.314
N -1.440 -6.026 7.118
O -3.601 5.239 -5.916
H 3.417 -8.483 -0.322
*
```

# 3
ORCA calculation (ωB97M-V/def2-TZVPD) on a cluster of 9 separate species, C8H32F2N17O12S2 in total.

The frontier orbital gap is 0.3549 Eh. For the lowest unoccupied orbital energy, the calculation gives 1.7 eV. As for the HOMO energy: -7.96 eV.

```
! RIJCOSX wB97M-V def2-TZVPD def2/J DEFGRID3
* xyz -1 1
H 5.549 -1.393 0.676
H -2.689 0.329 -5.836
O 5.777 -4.320 3.847
O 3.329 -7.181 -3.040
N -6.233 -3.246 1.068
N 5.672 -0.026 -2.015
O -7.858 1.550 0.743
S 0.284 0.507 -1.239
H -3.967 1.437 -5.094
O -0.881 1.387 -1.306
N 3.874 4.006 1.319
O 0.376 -0.515 -2.311
N -5.879 1.250 -0.365
H -9.027 -3.726 1.837
H 4.690 0.189 -2.109
H 2.207 -5.003 -1.139
H -5.276 -3.525 1.234
C 4.841 -4.558 4.568
O 0.489 -2.129 0.468
H 4.409 -5.165 6.495
H 1.857 3.696 3.590
H 0.443 7.407 -0.380
O -6.999 -4.659 2.614
H 4.764 4.281 0.928
H -6.243 1.393 2.657
N 5.078 -4.930 5.776
H -4.893 1.508 1.478
F 0.739 -0.453 2.268
H -8.457 -2.700 0.565
C 3.307 -6.089 -2.495
H -1.042 8.196 2.385
H 4.776 -5.216 -3.432
C -2.697 2.292 -6.277
C 3.389 4.299 2.480
H 4.504 -0.462 -0.385
H -4.894 1.105 -0.531
N 5.308 -1.058 -0.246
H 3.205 3.337 0.968
C -1.082 7.061 0.751
O 7.441 -0.921 -0.848
N 1.159 0.209 0.235
H 1.781 -6.688 -1.583
H 3.344 -4.288 3.317
C 6.245 -0.642 -1.030
O 3.796 5.167 3.289
N 4.135 -5.077 -2.665
H -0.714 6.208 -1.015
O -1.158 -0.336 0.883
H 6.298 0.392 -2.689
C -6.638 1.479 0.679
N -5.864 1.376 1.721
N -0.448 6.931 -0.361
H -6.478 -2.921 0.144
O -2.140 6.484 0.981
H -6.273 0.835 -1.197
H 2.076 2.860 2.102
H 0.304 8.412 1.249
N -8.279 -3.180 1.435
S 0.201 -0.746 0.801
N -0.628 8.092 1.470
N -2.203 1.096 -6.278
H 2.977 -4.755 5.015
O -2.253 3.353 -6.740
C -7.165 -3.731 1.789
H -4.676 2.772 -5.970
H -1.324 0.935 -6.749
H 4.052 -4.185 -2.197
N 3.607 -4.487 4.272
N -3.873 2.201 -5.748
N 2.320 -5.841 -1.690
N 2.231 3.693 2.651
H 6.009 -5.099 6.131
F 1.385 1.524 -1.921
*
```

# 4
ORCA calculation (ωB97M-V/def2-TZVPD) on a cluster of 8 separate species, C8H32N10O8 in total.

The frontier orbital gap (spin up / spin down) is 0.0926 / 0.3400 Eh. For the lowest unoccupied orbital energy (spin up / spin down), the calculation gives 2.5 / 2.4 eV. As for the HOMO energy (spin up / spin down): -0.02 / -6.83 eV.

```
! RIJCOSX wB97M-V def2-TZVPD def2/J DEFGRID3
* xyz -1 2
N -1.912 -4.325 -3.954
H 0.878 -0.102 -0.604
C 2.149 -3.481 2.251
H 0.924 -0.345 1.089
H -2.195 -5.276 -4.144
H -3.059 0.250 4.541
N -1.273 3.057 -0.878
H -0.167 1.746 -3.478
O -0.462 -1.521 0.154
N -1.223 -2.854 -2.534
H 1.226 -3.173 2.742
H 2.329 0.349 3.555
C -1.601 -4.079 -2.708
O -1.643 2.779 -3.087
H -3.841 2.799 -2.517
H -0.271 2.969 -0.966
N 0.410 0.942 -3.682
O -1.669 -4.938 -1.834
H -2.071 -3.656 -4.694
H 2.191 1.719 -2.288
N -1.065 0.058 3.638
O 1.416 3.165 -1.057
H -3.746 -1.348 4.183
C -0.230 0.032 -4.369
H -0.291 0.678 0.327
H 3.168 2.289 -1.021
H -0.165 0.113 3.182
O 2.952 -4.152 3.139
H 3.618 1.109 2.539
H 1.872 2.745 5.524
C 0.227 -0.278 0.253
H 2.999 3.306 -2.383
H 1.760 1.077 5.153
N -1.440 0.407 -4.575
C 2.818 2.262 3.915
H 1.973 -4.053 1.340
H 2.706 -2.610 1.906
O 0.201 -1.044 -4.722
H -3.643 2.940 -0.749
H -2.011 -0.130 -5.213
H -0.729 -2.231 -3.156
N 2.897 1.125 3.247
C -2.032 2.927 -1.976
C -1.963 -0.822 3.353
H -1.317 0.739 4.340
H 1.743 3.822 -0.438
N -2.986 -0.682 4.159
C 2.428 2.633 -1.743
H 3.850 -4.268 2.817
H -0.900 -1.799 0.962
N 1.963 2.014 4.833
O -1.882 -1.696 2.529
H -1.834 1.163 -4.034
H 1.287 0.676 -3.258
O 3.518 3.228 3.742
H -1.718 3.448 -0.059
N -3.290 2.996 -1.694
H -0.874 -2.697 -1.599
*
```

| no. | calculated total energy (Ha) |
| --- | --- |
| 1 | -8732.849089 |
| 2 | -4416.956183 |
| 3 | -3154.027315 |
| 4 | -1473.536336 |